1.
Molecular formula: C20H26N2O2PrSi
Method: DFT, wB97M-V/def2-TZVPD

Its LUMO energy (alpha / beta) is -0.1216 / -0.1180 Ha. The calculation puts the energy relative to the best compared isomer or geometry (same formula, charge and spin) at 0.00 kcal/mol. The spin multiplicity is 3. Its expectation value of S² is 2.00. Its total charge is +1. Its total energy is -1843.926682 a.u. The calculation puts the HOMO energy (alpha / beta) at -10.279 / -10.277 eV.

XYZ file:
```
52
Properties=species:S:1:pos:R:3:lowdin_charge:R:1
H 0.396 3.244 1.385 -0.02
C 3.958 1.902 -0.471 -0.08
C 0.524 -2.347 -0.834 -0.17
H -0.045 0.605 -2.348 0.12
C 1.636 5.490 0.176 -0.11
H -0.782 2.325 0.746 0.05
C 3.460 0.403 1.342 -0.26
H 3.025 0.220 2.346 0.10
C -2.275 -0.217 1.334 -0.51
H 0.665 6.524 -2.934 0.10
C 3.115 1.574 0.594 -0.33
H 1.218 1.747 2.120 -0.06
Pr 0.936 -0.294 0.781 1.30
H 4.520 -1.485 1.344 0.12
H 2.563 0.002 -2.101 0.12
H -3.112 1.476 0.559 0.19
H -3.211 -2.683 1.408 0.11
C 1.165 4.487 -2.405 -0.08
N -0.966 1.445 0.241 0.02
H -4.660 -2.122 2.314 0.10
C 1.743 -0.581 -1.687 -0.17
O -3.500 -0.609 1.640 0.02
Si 1.903 2.976 1.414 0.51
N -2.243 0.956 0.675 0.09
H 1.787 5.866 1.194 0.11
H 3.573 2.184 3.261 0.03
C 3.300 3.107 2.737 -0.17
C 0.359 -0.247 -1.797 -0.18
C 0.988 5.851 -2.138 -0.09
H -3.038 -2.065 3.093 0.11
C 1.561 3.622 -1.373 -0.14
H 5.545 1.286 -1.779 0.12
H -1.478 -1.459 -1.349 0.13
H -1.071 1.755 -0.729 0.12
H 3.881 2.877 -0.971 0.11
H 4.196 3.559 2.278 0.05
C 1.815 4.123 -0.089 -0.32
O -1.226 -0.870 1.603 -0.10
C -0.396 -1.339 -1.262 -0.18
C 5.137 -0.216 -0.294 -0.07
C 4.374 -0.530 0.831 -0.08
C 1.213 6.349 -0.845 -0.08
H 2.897 3.827 3.465 0.03
H 1.683 2.555 -1.592 0.08
H 0.995 4.090 -3.410 0.10
H 2.772 -2.422 -0.925 0.13
H 0.251 -3.334 -0.454 0.13
H 1.049 7.407 -0.628 0.11
C 4.936 1.005 -0.925 -0.05
C -3.595 -1.975 2.154 0.02
C 1.846 -1.869 -1.088 -0.18
H 5.892 -0.909 -0.662 0.12
```

***

2.
Molecular formula: C20H26N2O2SiW
Method: DFT, wB97M-V/def2-TZVPD

Its LUMO energy (alpha / beta) is -0.3500 / -0.3244 Ha. The calculation puts the energy relative to the best compared isomer or geometry (same formula, charge and spin) at 0.00 kcal/mol. The spin multiplicity is 3. Its expectation value of S² is 2.18. Its total charge is +2. Its total energy is -1393.517970 a.u. The calculation puts the HOMO energy (alpha / beta) at -14.219 / -14.205 eV.

XYZ file:
```
52
Properties=species:S:1:pos:R:3:lowdin_charge:R:1
C 0.027 2.581 0.821 -0.21
H -1.758 -1.971 6.094 0.12
N 0.644 -0.676 3.823 0.01
C -1.277 2.293 1.378 -0.19
O -0.391 -2.561 4.710 0.03
H -2.201 2.290 0.815 0.12
O 0.004 -2.486 2.495 0.12
C -3.022 2.269 -3.203 -0.05
H 0.030 0.761 -3.420 0.10
C -1.588 -3.361 -3.667 -0.04
C 0.969 2.614 1.906 -0.12
N 1.542 -0.323 2.711 -0.05
H -4.419 2.010 -1.568 0.11
C -1.337 0.551 -1.755 -0.35
H 0.223 2.912 -0.192 0.14
C 0.278 2.250 3.117 -0.14
C -0.680 -1.845 5.947 0.01
H -0.416 -0.775 5.920 0.09
W 0.027 0.565 1.590 1.48
H -0.121 -2.352 6.744 0.12
H 1.196 -0.669 4.693 0.16
C 3.982 -0.564 -2.856 -0.04
H 1.923 1.591 -1.210 0.08
H 0.704 2.289 4.120 0.14
H 2.005 2.944 1.831 0.15
C -1.124 2.085 2.790 -0.12
H -1.896 -2.615 -4.407 0.02
H 3.554 -2.644 -3.258 0.12
C -1.772 1.914 -3.718 -0.05
H -1.911 1.784 3.478 0.14
H -2.304 -3.380 -2.840 0.02
H 1.358 -2.612 -2.078 0.10
H -2.975 0.426 -0.335 0.10
C 3.196 -1.721 -2.800 -0.04
H 2.061 -1.147 2.373 0.16
Si -0.158 -0.444 -0.658 0.63
H -1.435 2.320 -4.672 0.12
C 0.058 -1.954 3.602 -0.52
C -3.446 1.739 -1.980 -0.07
H -3.666 2.956 -3.752 0.12
C -0.940 1.042 -3.007 -0.08
C -2.619 0.861 -1.275 -0.16
C 1.498 -0.512 -1.564 -0.36
H 4.133 1.522 -2.294 0.12
H -1.570 -4.349 -4.144 0.03
H -0.721 -1.811 -0.703 0.01
H -0.586 -3.126 -3.298 -0.02
C 2.278 0.648 -1.638 -0.13
C 1.962 -1.704 -2.142 -0.09
H 4.954 -0.587 -3.346 0.12
C 3.525 0.618 -2.267 -0.06
H 2.204 0.356 3.090 0.14
```